Record 1
Below is 2 unconnected molecules or ions with the total composition C2H6N4S in a non-equilibrium geometry, with properties calculated with ωB97M-V/def2-TZVPD.

Values from the calculation:
- HOMO level (alpha / beta) (eV) = -8.10 / -6.95
- orbital gap (alpha / beta) (eV) = 8.356 / 7.316

```
! wB97M-V def2-TZVPD RIJCOSX def2/J DEFGRID3
* xyz 0 1
C 0.299 -0.540 -0.101
C -1.901 0.634 0.414
N 0.778 -0.159 1.069
N 1.696 0.650 0.896
N 1.104 -0.011 -1.107
N 1.937 0.903 -0.453
S -0.518 -2.104 -0.472
H -2.147 0.064 1.343
H -2.476 0.236 -0.298
H -1.476 1.659 0.432
H 0.803 0.269 -1.956
H 2.894 0.715 -0.610
H -0.993 -2.318 0.844
*
```

***

Record 2
Below is C2H6N4S in the gas phase in a non-equilibrium geometry, with properties calculated with ωB97M-V/def2-TZVPD.

Values from the calculation:
- HOMO level (eV) = -7.45
- orbital gap (eV) = 8.184

```
! wB97M-V def2-TZVPD RIJCOSX def2/J DEFGRID3
* xyz 0 1
C 0.599 1.625 0.000
C 1.367 0.527 0.026
N -0.724 1.413 0.404
N 0.757 -0.639 0.454
N -1.004 0.075 0.742
N 0.958 -1.753 -0.263
S -2.294 -0.508 -0.098
H 0.977 2.612 -0.218
H 2.312 0.392 -0.429
H -1.640 1.879 -0.051
H 1.183 -1.543 -1.337
H 0.326 -2.532 0.022
H -2.816 -1.549 0.749
*
```

***

Record 3
Below is 2 unconnected molecules or ions with the total composition C2H6N5 in a non-equilibrium geometry, with properties calculated with ωB97M-V/def2-TZVPD.

Values from the calculation:
- HOMO level (eV) = -15.58
- orbital gap (eV) = 11.644

```
! wB97M-V def2-TZVPD RIJCOSX def2/J DEFGRID3
* xyz 1 1
C 0.346 -1.954 0.552
C -0.204 2.021 -0.344
N 0.305 -0.644 0.630
N -0.074 -2.291 -0.730
N -0.049 -0.237 -0.626
N -0.282 -1.196 -1.416
N 0.025 2.011 0.932
H 0.632 -2.721 1.299
H 0.531 2.099 -1.059
H -1.137 2.238 -0.790
H -0.300 -3.137 -1.250
H -0.765 1.928 1.569
H 0.971 1.882 1.234
*
```

***

Record 4
Below is C2H6N6 in the gas phase in a non-equilibrium geometry, with properties calculated with ωB97M-V/def2-TZVPD.

Values from the calculation:
- HOMO level (eV) = -8.81
- SMILES = [H]/N=c1/nn[nH]n1NC
- orbital gap (eV) = 8.834

```
! wB97M-V def2-TZVPD RIJCOSX def2/J DEFGRID3
* xyz 0 1
H 0.807 1.656 -0.870
N 0.027 2.073 -0.259
C -0.822 1.066 -0.229
N -2.048 0.835 0.424
N -2.390 -0.394 0.270
N -1.337 -1.073 -0.304
N -0.386 -0.228 -0.673
N 0.874 -0.633 -0.560
C 1.320 -0.360 0.835
H -1.663 -1.853 -0.893
H 1.496 -0.135 -1.285
H 1.216 0.662 1.059
H 0.541 -0.942 1.441
H 2.365 -0.672 1.045
*
```

***

Record 5
Below is 3 unconnected molecules or ions with the total composition C2H6N6O6 in a non-equilibrium geometry, with properties calculated with ωB97M-V/def2-TZVPD.

Values from the calculation:
- HOMO level (eV) = -9.35
- orbital gap (eV) = 8.309

```
! wB97M-V def2-TZVPD RIJCOSX def2/J DEFGRID3
* xyz 0 1
C -1.009 -1.520 -0.026
C 2.598 1.311 -0.512
N -0.610 -0.699 -0.985
N -1.676 -1.036 0.998
N -0.820 -2.848 -0.161
N 2.468 1.615 -1.633
N 2.210 0.561 0.592
N -1.049 2.317 0.596
O -1.940 1.599 1.082
O 2.506 2.026 -2.723
O 1.799 -0.552 0.312
O 2.338 1.018 1.690
O -1.041 3.507 0.748
O -0.141 1.745 -0.062
H -0.504 0.310 -0.726
H 0.014 -1.047 -1.688
H -2.029 -1.641 1.717
H -1.826 0.004 1.073
H -0.203 -3.196 -0.870
H -1.085 -3.476 0.577
*
```

***

Record 6
Below is a gas-phase ion, C2H6NO (charge +1) in a non-equilibrium geometry, with properties calculated with ωB97M-V/def2-TZVPD.

Values from the calculation:
- HOMO level (eV) = -15.93
- SMILES = [NH3+][C@H]1CO1
- orbital gap (eV) = 11.712

```
! wB97M-V def2-TZVPD RIJCOSX def2/J DEFGRID3
* xyz 1 1
N 1.147 0.356 0.348
C -0.204 0.347 -0.296
C -1.139 -0.779 -0.213
O -1.208 0.307 0.655
H 1.222 1.014 1.119
H 1.935 0.748 -0.340
H 1.566 -0.538 0.776
H -0.454 1.274 -1.140
H -1.919 -0.906 -0.895
H -0.947 -1.824 -0.015
*
```

***

Record 7
Below is C2H6NO2P in the gas phase in a non-equilibrium geometry, with properties calculated with ωB97M-V/def2-TZVPD.

Values from the calculation:
- HOMO level (eV) = -9.71
- SMILES = C[P@@H](=O)C(N)=O
- orbital gap (eV) = 10.484

```
! wB97M-V def2-TZVPD RIJCOSX def2/J DEFGRID3
* xyz 0 1
C 0.856 1.362 -0.974
P 0.659 0.239 0.541
O 0.114 0.913 1.719
C -0.523 -1.090 -0.123
N -1.469 -1.334 0.802
O -0.338 -1.731 -1.151
H -0.267 1.599 -1.166
H 1.592 2.086 -0.663
H 1.179 0.939 -1.948
H 1.924 -0.431 0.765
H -2.338 -1.950 0.699
H -1.390 -0.601 1.499
*
```

***

Record 8
Below is 2 unconnected molecules or ions with the total composition C2H6NO2P in a non-equilibrium geometry, with properties calculated with ωB97M-V/def2-TZVPD.

Values from the calculation:
- HOMO level (alpha / beta) (eV) = -7.64 / -8.48
- orbital gap (alpha / beta) (eV) = 7.401 / 7.974

```
! wB97M-V def2-TZVPD RIJCOSX def2/J DEFGRID3
* xyz 0 1
C 0.704 0.657 -1.453
C 0.631 -0.524 1.483
N -2.244 0.729 0.785
O -3.232 0.286 0.348
O -0.454 -1.732 -0.844
P -0.184 -0.415 -0.176
H 0.121 1.412 -2.112
H 1.395 1.424 -1.139
H 1.215 -0.017 -2.226
H 1.497 -1.219 1.312
H 0.750 0.437 1.887
H -0.198 -1.037 2.135
*
```

***

Record 9
Below is a gas-phase ion, C2H6NO2S (charge -1) in a non-equilibrium geometry, with properties calculated with ωB97M-V/def2-TZVPD.

Values from the calculation:
- HOMO level (eV) = -3.07
- orbital gap (eV) = 7.096

```
! wB97M-V def2-TZVPD RIJCOSX def2/J DEFGRID3
* xyz -1 1
C -0.599 0.057 0.903
C -0.503 0.509 -0.511
N 0.548 -0.201 -1.260
O 1.735 0.883 -3.369
O 0.340 -1.052 -3.818
S 0.484 0.220 -3.124
H 0.392 -0.142 1.298
H -1.136 -1.001 1.042
H -1.355 0.205 -1.127
H -1.106 0.849 1.501
H -0.461 1.668 -0.460
H 1.544 0.133 -0.980
*
```

***

Record 10
Below is 2 unconnected molecules or ions with the total composition C2H6NO2S, with properties calculated with ωB97M-V/def2-TZVPD.

Values from the calculation:
- HOMO level (eV) = -3.45
- orbital gap (eV) = 7.438

```
! wB97M-V def2-TZVPD RIJCOSX def2/J DEFGRID3
* xyz -1 1
C -1.317 -2.054 -1.373
S 0.090 -1.933 -0.223
H -1.159 -2.895 -2.051
H -2.253 -2.221 -0.837
H -1.430 -1.150 -1.975
N -0.410 0.931 1.276
C 0.464 1.648 0.502
O 0.893 1.003 -0.582
O 0.785 2.792 0.744
H -0.506 -0.065 1.096
H -0.566 1.316 2.187
H 0.655 0.003 -0.551
*
```

***

Record 11
Below is 2 unconnected molecules or ions with the total composition C2H6NO3 in a non-equilibrium geometry, with properties calculated with ωB97M-V/def2-TZVPD.

Values from the calculation:
- HOMO level (eV) = -4.54
- orbital gap (eV) = 8.722

```
! wB97M-V def2-TZVPD RIJCOSX def2/J DEFGRID3
* xyz -1 1
C 0.849 -0.518 -1.588
N 0.339 -0.152 -0.298
C -0.656 -0.973 0.353
O -1.255 -0.389 1.297
O -0.847 -2.093 -0.136
H 0.281 -0.153 -2.455
H 0.887 -1.608 -1.602
H 1.888 -0.184 -1.730
H 0.321 0.827 -0.065
H -0.981 1.214 1.621
H -0.047 1.923 2.597
O -0.780 2.106 2.007
*
```

***

Record 12
Below is 3 unconnected molecules or ions with the total composition C2H6NO3 in a non-equilibrium geometry, with properties calculated with ωB97M-V/def2-TZVPD.

Values from the calculation:
- HOMO level (eV) = -3.83
- orbital gap (eV) = 7.832

```
! wB97M-V def2-TZVPD RIJCOSX def2/J DEFGRID3
* xyz -1 1
O -0.823 -0.201 -2.003
C 0.086 0.592 -1.500
N 0.341 0.403 -0.169
C 1.594 0.629 1.397
O 2.626 1.449 1.681
H 0.028 1.657 -1.841
H -0.281 0.795 0.393
H 1.827 -0.436 1.440
H 0.825 0.659 2.153
H -2.798 -2.136 -0.469
H -1.358 -1.702 -0.905
O -2.067 -1.709 -0.178
*
```

***

Record 13
Below is a molecular structure, C2H6NO3 in a non-equilibrium geometry, with properties calculated with ωB97M-V/def2-TZVPD.

Values from the calculation:
- HOMO level (eV) = -4.31
- orbital gap (eV) = 8.569

```
! wB97M-V def2-TZVPD RIJCOSX def2/J DEFGRID3
* xyz -1 1
O 1.678 -1.331 0.804
C 0.616 -0.809 1.175
N -0.286 -0.230 0.414
C -1.969 0.728 0.363
O -2.426 0.787 -0.795
H 0.306 -0.847 2.236
H -0.267 -0.391 -0.591
H -2.416 -0.027 1.029
H -1.597 1.652 0.833
H 2.594 0.235 -0.960
H 1.281 0.951 -1.283
O 2.085 0.607 -1.686
*
```

***

Record 14
Below is 2 unconnected molecules or ions with the total composition C2H6NO3 in a non-equilibrium geometry, with properties calculated with ωB97M-V/def2-TZVPD.

Values from the calculation:
- HOMO level (eV) = -4.09
- orbital gap (eV) = 8.154

```
! wB97M-V def2-TZVPD RIJCOSX def2/J DEFGRID3
* xyz -1 1
O -0.268 -0.793 2.181
C -0.080 -0.397 1.021
O -0.874 -0.507 0.028
C 1.364 0.095 0.669
N 1.547 0.643 -0.667
H 1.567 0.852 1.440
H 1.954 -0.799 0.870
H 0.613 0.834 -1.015
H 1.853 -0.109 -1.261
H -1.720 0.486 -1.424
H -2.172 0.176 -2.783
O -1.510 0.730 -2.349
*
```

***

Record 15
Below is a gas-phase ion, C2H6NO3S (charge -1) in a non-equilibrium geometry, with properties calculated with ωB97M-V/def2-TZVPD.

Values from the calculation:
- HOMO level (eV) = -2.88
- orbital gap (eV) = 6.885

```
! wB97M-V def2-TZVPD RIJCOSX def2/J DEFGRID3
* xyz -1 1
C 0.478 -1.120 -0.337
C 1.539 1.102 0.430
N 0.378 0.261 0.281
O -3.514 0.637 -0.622
O -2.539 -1.398 0.171
O -0.817 0.787 -0.232
S -2.612 0.041 0.355
H -0.465 -1.553 -0.513
H 1.257 -1.007 -1.244
H 1.008 -1.685 0.504
H 1.845 1.427 -0.627
H 1.155 1.904 0.953
H 2.289 0.603 0.882
*
```

***

Record 16
Below is a gas-phase ion, C2H6NO3S (charge +1) in a non-equilibrium geometry, with properties calculated with ωB97M-V/def2-TZVPD.

Values from the calculation:
- HOMO level (eV) = -14.86
- SMILES = [NH3+][C@H](O)C=S(=O)=O
- orbital gap (eV) = 9.076

```
! wB97M-V def2-TZVPD RIJCOSX def2/J DEFGRID3
* xyz 1 1
N 1.218 0.637 -0.287
C -0.269 0.749 -0.148
O -0.482 0.676 1.256
C -1.021 -0.385 -0.686
S -0.543 -1.723 0.141
O -1.223 -2.932 -0.142
O 0.806 -1.662 0.527
H 1.641 0.422 -1.212
H 1.509 1.546 0.179
H 1.313 -0.357 0.343
H -0.724 1.716 -0.704
H -0.211 1.507 1.639
H -2.014 -0.193 -0.907
*
```

***

Record 17
Below is C2H6NO4P in the gas phase in a non-equilibrium geometry, with properties calculated with ωB97M-V/def2-TZVPD.

Values from the calculation:
- HOMO level (alpha / beta) (eV) = -9.43 / -9.47
- SMILES = COP(=O)(N=O)OC
- orbital gap (alpha / beta) (eV) = 8.041 / 8.038

```
! wB97M-V def2-TZVPD RIJCOSX def2/J DEFGRID3
* xyz 0 1
C -0.511 1.961 0.949
O -1.319 0.722 1.173
P -1.171 -0.541 0.194
O -1.891 -2.071 0.943
N -2.078 -0.235 -1.337
O -3.078 0.405 -1.147
O 0.371 -0.702 -0.026
C 0.843 -1.864 -0.634
H -0.675 2.387 1.920
H -0.948 2.427 0.140
H 0.471 1.789 1.057
H 2.028 -1.914 -0.369
H 0.975 -1.910 -1.728
H 0.371 -2.814 -0.274
*
```

***

Record 18
Below is C2H6NO4P in the gas phase in a non-equilibrium geometry, with properties calculated with ωB97M-V/def2-TZVPD.

Values from the calculation:
- HOMO level (alpha / beta) (eV) = -9.89 / -9.74
- orbital gap (alpha / beta) (eV) = 7.452 / 8.563

```
! wB97M-V def2-TZVPD RIJCOSX def2/J DEFGRID3
* xyz 0 1
C -1.832 -0.491 -0.397
C -0.873 -0.057 0.865
N -1.586 0.177 -1.531
O 2.609 -1.338 0.086
O 0.270 -0.838 0.794
O 3.096 1.486 -0.052
O 1.820 1.047 0.268
P 1.439 -0.468 -0.272
H -1.697 -1.507 -0.426
H -2.830 -0.237 -0.100
H -0.794 1.071 0.766
H -1.163 -0.501 1.854
H -1.903 1.077 -1.771
H 3.446 0.578 -0.084
*
```

***

Record 19
Below is C2H6NO4PS in the gas phase in a non-equilibrium geometry, with properties calculated with ωB97M-V/def2-TZVPD.

Values from the calculation:
- HOMO level (alpha / beta) (eV) = -9.13 / -9.13
- SMILES = NCC(=S)OP(=O)(O)O
- orbital gap (alpha / beta) (eV) = 8.991 / 8.991

```
! wB97M-V def2-TZVPD RIJCOSX def2/J DEFGRID3
* xyz 0 1
N 2.426 1.030 0.174
C 2.062 -0.237 -0.350
C 0.619 -0.527 -0.165
S 0.234 -2.053 0.334
O -0.315 0.466 -0.327
P -2.000 0.329 -0.034
O -2.606 1.605 -0.103
O -2.551 -0.571 -1.150
O -2.305 -0.437 1.341
H 2.207 1.203 1.168
H 2.360 1.921 -0.335
H 2.208 -0.233 -1.449
H 2.638 -1.105 0.035
H -2.419 -1.576 -1.134
H -2.558 0.184 1.995
*
```

***

Energy above the lowest of the compared OMol25 structures with the same formula, charge and spin in kcal per mole, matching the order above: 142.9; 133.0; 44.5; 65.4; 0.0; 53.5; 6.5; 92.6; 55.2; 0.0; 0.1; 130.3; 48.2; 12.5; 86.4; 21.7; 75.4; 105.9; 0.0